108
Properties=species:S:1:pos:R:3:forces:R:3:mulliken_spin:R:1 method="wB97M-V/def2-TZVPD" s2=2.022 largest_force_ev_per_a=3.58 multiplicity=3 homo_energy_ev="-7.90 / -7.82" energy_ha=-12094.13689 de_lowest_kcal_mol=41.59 e_lumo_ev="-1.822 / -2.403"
Pd -0.4193 1.1725 -0.6029 2.6 -2.1 1.4 0.26
C 4.1748 2.8859 -1.7373 -0.1 -0.1 -0.1 0.00
C 2.7334 2.5558 -1.3291 0.2 0.0 -0.1 -0.02
C 2.2154 3.6465 -0.3957 0.4 0.1 0.1 -0.02
C 2.6624 1.1982 -0.6904 0.1 0.1 0.0 -0.01
C 3.7325 0.4609 -0.2042 0.4 0.0 0.1 0.00
C 3.2150 -0.6537 0.4187 -0.1 -0.3 0.0 0.00
C 4.1658 -1.5356 1.2240 -0.3 0.3 0.1 0.00
C 3.9385 -3.0265 1.3306 -0.1 -0.2 -0.1 0.00
C 4.3293 -0.9161 2.6204 0.0 0.0 0.1 0.00
N 1.8580 -0.6299 0.2477 -0.2 0.4 0.2 -0.01
N 1.5520 0.5317 -0.4228 -0.4 -0.6 0.1 0.02
B 0.6449 -1.3412 0.9889 0.0 0.0 0.0 -0.03
N 0.0026 -0.2553 1.9451 0.0 -0.1 -0.1 -0.01
N -0.2660 1.0489 1.5609 0.2 -0.5 -0.4 -0.01
C -0.5531 1.7336 2.6630 -0.2 0.4 0.2 0.00
C -0.5370 0.8696 3.7609 0.0 0.0 0.2 0.00
C -0.1940 -0.3736 3.2790 0.1 -0.1 -0.1 0.00
C -0.1654 -1.6412 4.1153 0.0 0.1 -0.2 0.00
C -1.0598 -2.7391 3.5404 -0.1 -0.1 0.0 0.00
C 1.2251 -2.1703 4.4720 0.0 0.0 0.0 0.00
C -0.7166 3.2276 2.8696 0.0 -0.1 -0.1 0.00
C -1.3941 4.0762 1.7994 0.0 0.0 0.3 0.03
C 0.6532 3.8219 3.2289 0.1 0.1 -0.1 0.00
N -0.5263 -1.9342 0.0868 0.3 0.0 -0.1 -0.01
N -1.5139 -1.0346 -0.2468 0.0 -0.2 0.3 0.03
C -2.5860 -1.7306 -0.5858 -0.4 0.0 -0.2 0.01
C -2.2933 -3.1022 -0.5443 -0.3 0.0 -0.1 0.00
C -0.9988 -3.2100 -0.1119 0.3 0.1 0.2 0.00
C -0.3240 -4.5700 -0.0014 -0.2 0.3 0.0 0.00
C -1.1215 -5.5301 0.8864 0.0 0.0 0.1 0.00
C 1.1263 -4.5632 0.4014 0.3 -0.1 0.1 0.00
C -3.9643 -1.1866 -0.9211 0.1 0.0 0.2 0.00
C -5.0122 -1.9858 -0.1317 0.0 0.0 0.0 0.00
C -4.1772 0.3054 -0.6535 0.0 -0.3 0.0 0.03
H 4.2036 3.8607 -2.2275 0.0 0.0 0.0 0.00
H 4.8320 2.9362 -0.8634 -0.1 0.0 -0.1 0.00
H 4.5826 2.1459 -2.4312 -0.1 0.0 0.1 0.00
H 2.1370 2.5228 -2.2373 -0.1 0.0 0.0 0.00
H 2.8235 3.6702 0.5155 0.0 0.0 -0.1 0.00
H 2.2892 4.6231 -0.8809 0.0 0.0 0.0 0.00
H 1.1890 3.4932 -0.1005 -0.4 -0.1 0.1 -0.01
H 4.7825 0.7109 -0.2641 -0.2 0.0 0.0 0.00
H 5.1123 -1.4098 0.6995 0.1 0.1 0.0 0.00
H 3.0766 -3.2602 1.9481 -0.1 -0.1 0.0 0.00
H 3.8093 -3.4855 0.3522 0.0 0.0 0.0 0.00
H 4.8165 -3.4827 1.7967 -0.1 0.0 0.0 0.00
H 3.3750 -0.9123 3.1519 0.0 0.0 0.0 0.00
H 5.0496 -1.4901 3.2129 -0.1 0.0 -0.1 0.00
H 4.6812 0.1144 2.5547 0.0 0.0 0.0 0.00
H 1.1049 -2.2097 1.6681 -0.1 0.2 -0.1 0.00
H -0.7568 1.1318 4.7892 0.0 -0.1 -0.2 0.00
H -0.6166 -1.3184 5.0534 -0.1 0.0 0.1 0.00
H -0.7081 -3.0603 2.5615 0.0 0.0 0.0 0.00
H -1.0632 -3.6098 4.2053 0.0 0.1 -0.1 0.00
H -2.0903 -2.3931 3.4258 0.1 0.0 0.0 0.00
H 1.7309 -2.6023 3.6088 0.0 0.0 0.0 0.00
H 1.8566 -1.3777 4.8786 0.0 0.0 0.0 0.00
H 1.1362 -2.9526 5.2333 0.0 0.1 -0.1 0.00
H -1.3404 3.2865 3.7612 -0.1 0.1 0.1 0.00
H -0.7989 4.1428 0.8937 0.2 0.1 -0.1 -0.01
H -2.3831 3.7062 1.5407 0.0 -0.1 0.1 -0.02
H -1.5151 5.0896 2.1857 0.0 0.0 0.0 -0.01
H 1.3304 3.7643 2.3695 -0.1 0.0 0.1 0.00
H 0.5435 4.8746 3.5069 0.0 -0.1 0.0 0.00
H 1.1163 3.2908 4.0624 0.0 0.0 0.0 0.00
H -2.9480 -3.9229 -0.8075 0.1 0.2 0.1 0.00
H -0.3718 -4.9694 -1.0158 0.0 0.0 -0.1 0.00
H -1.1434 -5.1776 1.9210 0.0 0.0 -0.1 0.00
H -2.1525 -5.6485 0.5509 0.1 0.0 0.0 0.00
H -0.6469 -6.5155 0.8748 0.0 0.1 0.0 0.00
H 1.2430 -4.3046 1.4564 0.0 0.0 -0.1 0.00
H 1.5574 -5.5583 0.2535 0.0 0.1 0.0 0.00
H 1.6918 -3.8533 -0.1980 0.1 0.1 0.0 0.00
H -4.1365 -1.3827 -1.9834 -0.1 0.0 -0.1 0.00
H -4.8849 -1.8091 0.9414 0.0 0.0 -0.1 0.00
H -6.0155 -1.6613 -0.4156 0.0 0.0 0.0 0.00
H -4.9453 -3.0609 -0.3068 0.0 0.1 0.0 0.00
H -3.6815 0.6168 0.2601 0.1 0.0 0.2 -0.02
H -3.8166 0.9247 -1.4699 0.1 0.1 -0.2 0.02
H -5.2367 0.5326 -0.5420 0.0 0.0 0.0 0.00
Se -5.6285 3.7419 0.5500 0.4 0.0 -0.1 0.01
Sb -3.9636 4.2861 -1.0664 -1.5 0.3 0.5 -0.11
Se -2.8574 6.4453 -1.0391 0.2 -0.1 -0.2 0.68
Se -4.4579 4.3195 -3.4316 0.3 0.0 0.1 0.46
Se -1.9570 2.6730 -1.0099 -2.0 2.0 -0.7 0.75
C -1.4046 -2.5805 -4.3623 0.0 -0.1 0.0 0.00
C -0.6669 -1.6112 -3.4396 -0.3 0.2 -0.4 0.00
C -1.3380 -0.2408 -3.5064 0.0 0.0 0.0 -0.02
S -0.2833 1.0626 -2.8699 2.2 -0.9 -0.6 0.02
O 1.1125 0.7452 -3.3062 -1.2 0.2 0.3 0.00
C -0.7796 2.4319 -3.8877 -0.2 0.2 -0.1 -0.02
C -0.1365 3.7592 -3.4784 0.3 0.0 -0.3 0.04
C 1.0150 4.1557 -4.4096 -0.1 0.0 0.0 0.00
H -1.0003 -3.5878 -4.2550 0.0 0.0 0.0 0.00
H -1.3024 -2.2877 -5.4108 0.0 0.0 0.1 0.00
H -2.4742 -2.6285 -4.1306 0.1 0.0 0.0 0.00
H 0.3727 -1.5137 -3.7373 0.1 0.0 -0.1 0.00
H -0.6754 -1.9839 -2.4296 0.0 -0.1 0.4 0.00
H -2.2746 -0.1937 -2.9547 -0.1 0.0 0.0 0.01
H -1.5130 0.0541 -4.5448 0.0 0.0 0.0 0.00
H -0.3938 2.0744 -4.8499 -0.1 0.1 0.0 0.00
H -1.8656 2.4655 -3.9124 -0.1 0.1 0.0 0.00
H 0.2349 3.7020 -2.4574 0.0 0.0 0.1 0.00
H -0.9112 4.5215 -3.4663 -0.1 0.1 0.0 -0.01
H 1.7851 3.3810 -4.4291 0.0 0.0 0.0 0.00
H 1.4750 5.0888 -4.0790 0.0 0.0 0.0 0.00
H 0.6636 4.3056 -5.4359 0.0 0.0 0.1 0.00

---

130
Properties=species:S:1:pos:R:3:forces:R:3:lowdin_charge:R:1 method="wB97M-V/def2-TZVPD" largest_force_ev_per_a=5.79 homo_energy_ev=-9.12 charge=+1 energy_ha=-6338.85966 e_lumo_ev=-6.329
C 0.5776 -0.3562 5.4621 -0.4 0.3 0.1 -0.06
C 1.5952 -1.0412 4.5513 -0.1 0.0 1.0 -0.28
O 1.7541 -0.3651 3.2920 -0.3 -0.3 -1.3 -0.23
P 1.8707 -1.4225 2.0330 -0.3 -0.7 0.3 0.55
O 2.8321 -2.4892 2.3727 0.1 -0.2 0.1 -0.28
C 0.1697 -2.0606 1.7220 0.8 1.6 -1.0 -0.19
C -0.6969 -0.8499 1.2540 -0.4 0.0 0.5 -0.23
C -2.2293 -1.0434 1.5171 0.0 -0.5 0.1 -0.11
B -2.7899 -0.4138 2.8708 -0.1 -0.3 0.2 -0.26
C -2.8869 1.1388 3.2127 0.3 -0.6 -1.0 -0.09
C -2.0806 2.0928 2.2893 -0.2 1.0 0.5 -0.18
C -0.8194 2.7213 2.9393 -0.1 -0.1 -0.3 -0.16
C -1.0352 3.2797 4.3593 0.7 -1.0 0.3 -0.18
O -2.2997 3.9314 4.5650 1.1 0.2 -0.4 0.00
C -2.5338 4.9592 3.7069 1.7 0.0 0.2 -0.55
C -1.4657 5.9756 3.3041 0.1 0.1 -0.3 0.02
O -3.6058 5.0401 3.2393 -2.7 0.5 -0.9 0.13
C -3.3541 -1.4280 4.0009 0.2 1.7 -0.2 -0.19
N -4.7655 -1.6521 3.6251 0.9 -0.9 -0.1 -0.13
C -5.3637 -2.8121 4.3178 -0.5 0.8 -0.5 -0.12
O 2.2799 -0.5908 0.7086 -0.5 0.2 1.4 -0.20
C 3.2129 0.4979 0.9880 0.6 0.7 -0.5 -0.23
C 2.4530 1.8166 1.2538 -0.1 -0.5 0.6 -0.06
H -0.4604 -0.4101 5.0908 0.4 0.0 -0.1 0.07
H 0.7992 0.7063 5.6456 0.1 -0.3 -0.2 0.08
H 0.5688 -0.8423 6.4507 0.1 0.0 -0.4 0.09
H 2.5642 -1.0436 5.0738 -0.2 -0.1 -0.4 0.12
H 1.2884 -2.0844 4.3848 0.2 0.3 0.1 0.10
H 0.2870 -2.7481 0.8753 -0.2 -0.2 0.5 0.06
H -0.2307 -2.5669 2.6079 0.2 0.1 -0.2 0.10
H -0.3313 0.0392 1.7945 -0.2 -0.1 -0.2 0.06
H -0.5402 -0.6528 0.1847 0.2 -0.2 0.3 0.11
H -2.4223 -2.1311 1.5704 0.0 0.3 -0.2 0.09
H -2.7958 -0.7002 0.6314 0.2 0.1 0.4 0.11
H -3.9582 1.4043 3.0846 0.3 -0.2 0.3 0.13
H -2.6775 1.2584 4.2861 -0.1 0.2 -0.3 0.10
H -1.7723 1.6337 1.3385 -0.2 -0.1 0.3 0.10
H -2.7406 2.9316 2.0111 0.2 -0.3 0.0 0.10
H -0.0253 1.9545 2.9803 -0.2 0.3 0.3 0.09
H -0.4367 3.4945 2.2560 -0.1 -0.3 0.3 0.07
H -0.1778 3.8944 4.6874 -0.4 0.1 -0.3 0.13
H -1.0314 2.4159 5.0414 -0.3 0.4 0.0 0.11
H -0.6021 5.5126 2.8097 -0.1 0.1 0.5 0.06
H -1.9324 6.6062 2.5358 0.0 -0.2 0.3 0.09
H -1.1669 6.6415 4.1231 0.1 -0.4 0.0 0.09
H -2.7729 -2.3596 4.0037 -0.4 0.1 0.1 0.10
H -3.2767 -0.8946 4.9751 0.1 -0.7 0.0 0.10
H -5.2923 -0.8034 3.7770 -0.1 -0.1 0.1 0.10
H -5.8680 -2.4619 5.2341 0.2 -0.6 -0.1 0.08
H -6.0943 -3.2656 3.6295 0.1 0.0 0.5 0.07
H -4.5845 -3.5491 4.5341 -0.2 0.2 0.1 0.07
H 3.8307 0.1649 1.8353 0.0 0.4 -0.3 0.11
H 3.8761 0.6422 0.1069 -0.6 -0.5 0.5 0.10
H 2.7929 2.6554 0.6379 0.0 -0.3 0.0 0.05
H 2.5445 2.0984 2.3136 -0.1 0.0 -0.3 0.08
H 1.3849 1.6117 1.0732 0.3 0.3 -0.1 0.07
C 1.0631 6.5701 -1.0649 0.3 1.6 -0.6 -0.66
F 2.0774 6.7496 -0.2404 0.0 -0.5 0.1 0.18
F 0.1146 7.4492 -0.7460 -0.1 -0.5 0.0 0.16
F 1.4882 6.8790 -2.3157 -0.2 -0.5 0.3 0.12
S 0.4400 4.8525 -0.9885 0.1 1.3 1.4 0.66
O 0.0088 4.6843 0.3549 -0.4 -0.2 -0.3 -0.21
O 1.5487 4.0491 -1.4226 -0.3 0.5 3.4 -0.24
N -0.6703 4.9647 -2.1123 -0.1 -1.0 0.1 -0.27
S -1.4825 3.6365 -2.3533 -0.6 -0.5 1.0 0.55
O -2.4512 3.2837 -1.3748 0.0 0.2 -0.1 -0.21
O -0.7695 2.5352 -2.9743 0.6 0.2 -0.8 -0.32
C -2.3495 4.2981 -3.7734 -1.2 0.9 0.4 -0.67
F -1.3364 4.5859 -4.6800 -0.4 0.5 -0.4 -0.12
F -3.0530 5.3865 -3.5426 0.5 0.0 -0.3 0.17
F -3.1904 3.4254 -4.3570 0.6 -0.3 -0.1 0.05
N 2.1786 3.5900 -3.4751 -0.1 -0.7 -3.8 0.21
H 2.9168 4.2969 -3.4925 0.1 -0.3 -0.1 0.13
H 1.8630 3.4449 -2.4681 0.0 -0.1 -0.8 -0.04
H 1.3745 3.9100 -4.0650 1.0 -0.1 1.1 0.08
H 2.5574 2.7037 -3.8295 0.4 0.1 0.0 0.07
C -6.1024 4.0200 -9.1430 -0.4 -0.1 0.1 -0.03
C -5.5635 3.8644 -7.8730 0.8 0.5 -1.5 -0.25
C -4.2716 4.2921 -7.5882 -0.7 -0.5 0.4 -0.07
C -3.5303 4.8759 -8.6016 0.2 0.3 0.3 -0.15
C -4.0497 5.0298 -9.8838 -0.2 0.0 -0.3 0.05
C -5.3394 4.6008 -10.1496 0.2 0.0 0.1 -0.02
N -2.1977 5.3319 -8.3037 -0.8 0.4 -0.4 -0.35
O -1.7768 5.1529 -7.1318 0.6 -1.0 0.2 -0.14
O -1.5520 5.8515 -9.1828 0.4 -0.2 0.1 0.12
H -7.1125 3.6884 -9.3494 0.0 0.0 0.0 0.12
H -6.1535 3.4061 -7.1070 0.1 -1.6 -4.8 -0.14
H -3.8581 4.1639 -6.5905 0.2 0.1 -0.1 0.05
H -3.4626 5.4807 -10.6722 0.1 0.0 0.1 0.14
H -5.7539 4.7188 -11.1411 0.0 0.0 0.0 0.13
O 3.5903 -3.9427 5.0548 -0.1 0.0 0.0 -0.07
H 3.2293 -3.5031 4.2722 0.1 0.0 -0.3 -0.02
H 4.4037 -3.4624 5.2372 0.0 0.0 0.0 0.04
C 1.4615 -6.5486 -1.3125 0.0 0.0 0.1 -0.12
C 1.3230 -6.7374 0.1933 0.3 -0.1 -0.2 -0.26
C -0.1331 -6.7479 0.6686 0.2 0.3 -0.1 -0.17
C -0.7796 -5.4673 0.3367 0.8 -2.2 0.7 -0.22
N -1.2508 -4.4706 0.0803 -0.9 1.9 -0.6 0.16
H 1.0603 -5.5840 -1.6285 -0.1 0.0 0.0 0.06
H 2.5116 -6.5748 -1.6037 0.0 0.0 0.0 0.07
H 0.9399 -7.3336 -1.8632 0.0 0.0 0.0 0.08
H 1.8688 -5.9369 0.7008 -0.1 0.0 0.1 0.11
H 1.7936 -7.6798 0.4810 -0.1 0.0 0.1 0.09
H -0.1712 -6.8942 1.7488 -0.1 0.0 0.0 0.12
H -0.6918 -7.5587 0.1988 0.0 0.0 0.0 0.12
O 4.7280 2.7682 -3.8020 -0.1 -0.3 0.0 -0.25
P 4.6377 1.8856 -2.5550 -0.1 0.0 -0.8 -0.10
O 4.7175 2.7405 -1.2955 0.1 -0.5 0.2 -0.11
O 5.7912 0.8913 -2.5476 0.2 0.4 0.4 -0.08
O 3.2998 1.1462 -2.5664 -0.2 0.4 0.0 -0.22
C 6.0930 -8.2397 3.3036 0.0 0.0 0.0 -0.11
C 5.0280 -7.1836 3.0284 0.3 0.0 0.0 -0.26
C 3.6305 -7.6142 3.4820 0.1 -0.2 -0.3 -0.18
C 3.2109 -8.8368 2.7673 0.5 2.0 1.3 -0.25
N 2.8858 -9.7689 2.2124 -0.6 -1.7 -1.1 0.15
H 5.8962 -9.1615 2.7532 0.0 0.0 0.0 0.07
H 7.0741 -7.8793 2.9925 0.0 0.0 0.0 0.07
H 6.1418 -8.4792 4.3681 0.0 0.0 0.0 0.08
H 5.0153 -6.9605 1.9589 -0.1 0.0 0.0 0.11
H 5.2970 -6.2607 3.5450 -0.2 0.0 0.0 0.10
H 2.9086 -6.8226 3.2773 0.0 0.0 0.0 0.11
H 3.6198 -7.8118 4.5547 0.0 0.0 0.0 0.12
Ca -6.2212 3.8152 -5.5727 -0.2 1.3 5.6 1.22
Ca -0.4899 3.0538 -6.0898 -0.5 0.2 -0.1 1.49
C 2.9325 -3.3504 -3.8489 -0.1 -0.3 0.0 -0.06
C 2.3433 -4.6350 -4.2542 1.0 2.1 0.6 -0.29
N 1.8923 -5.6249 -4.5665 -0.9 -1.8 -0.6 0.14
H 2.4640 -3.0016 -2.9300 0.0 0.0 0.0 0.08
H 4.0006 -3.4708 -3.6793 0.0 0.0 0.0 0.09
H 2.7779 -2.6097 -4.6307 0.0 0.0 0.0 0.07